No. 1
A cluster of 11 separate species, C28H81N3O11 in total in a non-equilibrium geometry, computed with ωB97M-V/def2-TZVPD.

- highest occupied orbital energy (eV) = -9.319
- Kohn-Sham gap (eV) = 9.454
- SMILES = COC[C@H](C)N.COC[C@H](C)N.COC[C@H](C)N.CCO.CCO.CCO.CCO.CCO.CCO.CCO.CCO
- LUMO energy (eV) = 0.135

ORCA input file:
```
! wB97M-V def2-TZVPD RIJCOSX def2/J DEFGRID3
* xyz 0 1
C 16.79 11.23 5.74
O 17.76 10.24 6.00
C 17.67 9.87 7.39
C 18.59 8.60 7.61
C 18.40 7.35 6.80
N 18.71 8.24 8.98
H 16.48 11.78 6.63
H 15.90 10.85 5.24
H 17.22 11.78 4.90
H 17.89 10.74 8.00
H 16.67 9.57 7.70
H 19.58 8.87 7.23
H 18.61 7.69 5.79
H 17.37 6.97 6.82
H 19.07 6.50 6.95
H 19.50 7.62 8.94
H 18.97 9.06 9.51
C 17.19 13.08 -7.86
O 16.94 12.80 -6.52
C 18.05 12.61 -5.68
C 17.63 12.34 -4.26
C 18.90 12.39 -3.39
N 17.07 10.97 -4.31
H 17.68 12.22 -8.33
H 17.75 14.00 -8.05
H 16.24 13.25 -8.38
H 18.81 11.93 -6.07
H 18.56 13.57 -5.68
H 16.87 13.08 -4.01
H 18.63 12.35 -2.33
H 19.49 13.30 -3.50
H 19.50 11.54 -3.71
H 16.15 11.17 -4.69
H 16.81 10.66 -3.39
C 8.09 7.86 -3.73
O 9.42 8.22 -3.38
C 10.29 7.11 -3.18
C 11.74 7.51 -2.82
C 12.73 6.47 -3.29
N 11.98 7.56 -1.34
H 7.67 7.18 -2.99
H 7.94 7.52 -4.76
H 7.54 8.79 -3.87
H 9.84 6.34 -2.54
H 10.34 6.79 -4.22
H 12.10 8.41 -3.32
H 13.75 6.83 -3.15
H 12.74 6.42 -4.38
H 12.73 5.50 -2.80
H 11.79 6.69 -0.87
H 11.43 8.28 -0.90
C 15.04 14.97 1.13
C 14.76 13.49 0.78
O 15.96 12.80 0.84
H 15.46 15.58 0.33
H 15.69 15.07 2.00
H 14.10 15.44 1.43
H 14.28 13.41 -0.19
H 14.07 13.10 1.54
H 15.78 11.95 0.43
C 23.37 4.48 0.99
C 22.28 4.12 -0.06
O 21.33 5.05 -0.02
H 22.96 4.25 1.97
H 23.62 5.50 0.72
H 24.23 3.84 0.77
H 21.71 3.20 0.00
H 22.71 4.17 -1.06
H 21.09 5.09 -0.94
C 17.65 8.44 1.43
C 16.78 7.80 0.41
O 15.87 8.80 -0.08
H 18.33 9.15 0.97
H 18.20 7.65 1.93
H 17.09 8.88 2.26
H 16.32 6.97 0.94
H 17.30 7.33 -0.43
H 15.03 8.33 -0.13
C 19.00 4.88 -4.90
C 19.18 6.26 -4.29
O 20.52 6.47 -3.71
H 18.71 4.07 -4.23
H 19.92 4.54 -5.36
H 18.18 4.84 -5.62
H 18.36 6.58 -3.64
H 19.08 7.03 -5.05
H 20.65 7.42 -3.61
C 22.85 10.14 -0.28
C 24.16 10.74 -0.81
O 23.59 11.73 -1.65
H 23.01 9.36 0.47
H 22.41 9.53 -1.08
H 22.06 10.85 -0.04
H 24.77 10.06 -1.41
H 24.80 11.05 0.01
H 23.17 11.38 -2.45
C 13.01 8.61 5.46
C 12.53 8.91 4.12
O 11.21 8.46 4.03
H 12.63 7.65 5.82
H 12.90 9.42 6.18
H 14.08 8.44 5.41
H 13.05 8.34 3.36
H 12.76 9.93 3.83
H 10.91 8.50 3.12
C 22.54 12.90 5.27
C 22.04 11.57 4.65
O 21.07 11.90 3.71
H 22.59 12.82 6.35
H 21.83 13.72 5.26
H 23.48 13.34 4.94
H 21.58 11.00 5.45
H 22.86 10.98 4.25
H 20.19 11.68 4.02
C 15.00 3.39 1.14
C 13.78 3.93 1.94
O 12.66 3.63 1.07
H 15.17 3.86 0.17
H 14.86 2.31 1.02
H 15.81 3.49 1.86
H 13.78 4.97 2.26
H 13.46 3.42 2.85
H 11.88 3.90 1.57
*
```

No. 2
The molecule C4H5ClF2O in a non-equilibrium geometry, computed with ωB97M-V/def2-TZVPD.

- highest occupied orbital energy (eV) = -10.630
- Kohn-Sham gap (eV) = 11.372
- SMILES = O[C@@H]1[C@H](Cl)CC1(F)F
- LUMO energy (eV) = 0.742

ORCA input file:
```
! wB97M-V def2-TZVPD RIJCOSX def2/J DEFGRID3
* xyz 0 1
O -0.20 2.09 0.12
C 0.12 0.88 -0.44
C -0.93 -0.29 -0.51
Cl -2.28 -0.10 0.59
C 0.13 -1.25 -0.02
C 1.01 -0.08 0.38
F 2.37 -0.13 0.12
F 0.81 0.16 1.70
H -0.78 1.92 0.89
H 0.59 1.02 -1.39
H -1.31 -0.52 -1.48
H -0.12 -1.83 0.85
H 0.58 -1.86 -0.82
*
```

No. 3
A cluster of 7 separate species, C4H16O10 in total, computed with ωB97M-V/def2-TZVPD.

- highest occupied orbital energy (eV) = -2.619
- Kohn-Sham gap (eV) = 8.251
- LUMO energy (eV) = 5.633

ORCA input file:
```
! wB97M-V def2-TZVPD RIJCOSX def2/J DEFGRID3
* xyz -2 1
O -0.82 -0.43 -2.52
C -0.08 -1.16 -1.83
O 0.55 -2.17 -2.29
C 0.07 -0.90 -0.32
C -1.26 -0.52 0.37
C -1.18 0.43 1.56
O -2.18 0.55 2.29
O -0.07 1.04 1.76
H 0.51 -1.76 0.17
H 0.73 -0.04 -0.24
H -1.81 -1.43 0.64
H -1.88 -0.11 -0.43
H -1.96 0.84 -2.36
H -3.29 1.31 -1.80
O -2.62 1.58 -2.44
H 1.59 0.28 3.79
H 1.33 0.11 2.34
O 2.05 -0.06 3.01
H -0.51 -3.61 -1.16
H -1.59 -2.90 -1.85
O -1.45 -3.71 -1.35
H 2.50 -2.23 -1.68
H 2.49 -2.92 -0.42
O 3.11 -2.39 -0.93
H 1.58 3.46 0.68
H 0.72 3.45 -0.54
O 1.41 3.98 -0.13
H 1.94 2.39 2.78
H 0.57 2.61 2.15
O 1.36 3.10 2.49
*
```

No. 4
A cluster of 2 separate species, C4H12O2S2Si in total in a non-equilibrium geometry, computed with ωB97M-V/def2-TZVPD.

- highest occupied orbital energy (eV) = -7.801
- Kohn-Sham gap (eV) = 8.099
- LUMO energy (eV) = 0.297

ORCA input file:
```
! wB97M-V def2-TZVPD RIJCOSX def2/J DEFGRID3
* xyz 0 1
C -2.07 -0.28 0.88
C 1.28 1.49 2.11
C -0.15 0.80 -2.76
C 0.02 -1.30 0.29
O 0.62 1.51 0.88
O 0.00 1.15 -1.39
Si 0.84 0.36 -0.23
S 0.52 -2.07 1.77
S -0.45 -2.48 -0.97
H -1.77 -0.06 1.89
H -2.51 0.46 0.08
H -2.69 -1.15 0.81
H 1.36 2.64 2.42
H 2.15 0.95 1.99
H 0.78 0.88 2.81
H -0.29 1.79 -3.34
H -0.90 0.01 -2.97
H 0.81 0.47 -3.08
H 2.18 -0.18 -0.81
H -0.22 -3.11 1.53
H 0.51 -1.91 -1.91
*
```

No. 5
A cluster of 8 separate species, C24H64O8 in total in a non-equilibrium geometry, computed with ωB97M-V/def2-TZVPD.

- highest occupied orbital energy (eV) = -9.670
- Kohn-Sham gap (eV) = 10.227
- SMILES = CC(C)O.CC(C)O.CC(C)O.CC(C)O.CC(C)O.CC(C)O.CC(C)O.CC(C)O
- LUMO energy (eV) = 0.557

ORCA input file:
```
! wB97M-V def2-TZVPD RIJCOSX def2/J DEFGRID3
* xyz 0 1
C -1.08 -4.23 17.69
C -0.43 -3.15 18.58
C -0.98 -3.16 19.95
O 0.98 -3.34 18.55
H -1.06 -5.19 18.21
H -0.61 -4.38 16.71
H -2.06 -3.82 17.47
H -0.60 -2.16 18.13
H -2.01 -2.82 19.94
H -0.42 -2.45 20.56
H -0.98 -4.12 20.47
H 1.09 -4.21 18.94
C 3.30 -13.55 11.20
C 4.59 -13.38 11.95
C 4.47 -12.20 13.05
O 4.80 -14.63 12.53
H 3.31 -14.15 10.29
H 3.06 -12.55 10.85
H 2.47 -13.79 11.86
H 5.39 -13.11 11.26
H 4.26 -11.19 12.68
H 5.46 -12.14 13.49
H 3.72 -12.49 13.79
H 4.47 -15.28 11.91
C 1.36 -1.97 13.98
C 0.47 -2.67 12.98
C -0.81 -3.16 13.58
O 0.25 -1.71 11.92
H 0.97 -0.96 14.15
H 2.39 -1.80 13.65
H 1.32 -2.42 14.97
H 1.00 -3.56 12.65
H -1.42 -3.82 12.96
H -1.56 -2.45 13.93
H -0.57 -3.83 14.40
H 0.98 -1.71 11.29
C 2.93 -7.31 19.01
C 1.48 -6.97 19.38
C 0.79 -8.19 20.07
O 1.22 -5.87 20.32
H 3.58 -6.47 18.79
H 3.00 -7.97 18.14
H 3.39 -7.87 19.83
H 0.90 -6.81 18.47
H 0.93 -8.32 21.14
H 1.02 -9.05 19.45
H -0.28 -8.00 19.96
H 1.51 -6.15 21.19
C -0.36 -11.86 17.94
C -1.22 -11.93 16.69
C -0.86 -11.03 15.42
O -1.05 -13.22 16.15
H 0.64 -11.50 17.68
H -0.37 -12.79 18.51
H -0.71 -11.10 18.64
H -2.28 -11.88 16.94
H -1.66 -10.29 15.36
H -0.67 -11.46 14.44
H 0.04 -10.49 15.70
H -0.14 -13.51 16.27
C 0.78 -7.02 15.01
C 1.22 -7.36 13.51
C 2.10 -8.58 13.49
O 0.03 -7.48 12.81
H 0.18 -6.11 15.04
H 1.60 -6.71 15.65
H 0.17 -7.83 15.43
H 1.75 -6.49 13.13
H 2.87 -8.44 14.25
H 2.74 -8.71 12.61
H 1.48 -9.42 13.79
H -0.68 -7.22 13.41
C 4.59 -3.82 17.49
C 3.83 -4.40 16.31
C 4.49 -5.68 15.88
O 2.56 -4.71 16.79
H 4.02 -2.95 17.81
H 5.60 -3.54 17.18
H 4.80 -4.49 18.33
H 3.69 -3.65 15.52
H 5.50 -5.55 15.50
H 3.96 -6.03 15.00
H 4.46 -6.38 16.72
H 2.23 -3.90 17.19
C -2.68 -6.93 12.03
C -3.18 -8.36 12.03
C -3.02 -9.05 10.69
O -2.63 -9.10 13.13
H -2.52 -6.59 13.05
H -3.39 -6.22 11.60
H -1.76 -6.81 11.46
H -4.25 -8.31 12.20
H -1.97 -9.24 10.47
H -3.38 -8.48 9.83
H -3.44 -10.05 10.57
H -3.16 -9.89 13.27
*
```